Formula: C45H43AsBaN7OPS4
Source: the OMol25 dataset
Level of theory: ωB97M-V/def2-TZVPD

Properties
Energy relative to the best compared isomer or geometry (same formula, charge and spin) ... 0.0 kJ/mol
LUMO ... 0.26 eV
Energy ... -174007.877 eV
Charge ... 0
Frontier orbital gap ... 6.8 eV

Geometry (Å):
1 Ba -0.177 -0.180 -0.723
2 C -0.652 -5.604 -3.782
3 N -0.456 -4.171 -3.676
4 C -0.352 -3.302 -4.723
5 C -0.196 -2.060 -4.176
6 N -0.208 -2.155 -2.820
7 C -0.360 -3.434 -2.533
8 P -0.539 -4.197 -0.894
9 C 0.930 -3.498 -0.059
10 N 1.645 -2.459 -0.453
11 C 2.677 -2.345 0.430
12 C 2.591 -3.333 1.364
13 N 1.491 -4.074 1.039
14 C 0.940 -5.123 1.867
15 C -1.948 -3.204 -0.283
16 N -2.369 -2.050 -0.771
17 C -3.483 -1.716 -0.058
18 C -3.740 -2.684 0.867
19 N -2.781 -3.641 0.699
20 C -2.584 -4.763 1.587
21 H -0.693 -5.866 -4.837
22 H 0.173 -6.141 -3.314
23 H -1.586 -5.901 -3.307
24 H -0.407 -3.639 -5.743
25 H -0.102 -1.107 -4.665
26 H 3.394 -1.546 0.357
27 H 3.185 -3.559 2.230
28 H 1.754 -5.703 2.299
29 H 0.337 -4.681 2.662
30 H 0.325 -5.783 1.258
31 H -4.023 -0.803 -0.246
32 H -4.501 -2.772 1.621
33 H -3.552 -5.109 1.943
34 H -2.097 -5.576 1.050
35 H -1.968 -4.453 2.433
36 S -0.536 1.825 -3.245
37 C -1.917 2.171 -2.302
38 N -2.163 1.706 -1.098
39 C -3.342 2.189 -0.572
40 C -3.832 1.888 0.698
41 C -5.022 2.461 1.107
42 C -5.727 3.328 0.270
43 C -5.248 3.637 -0.993
44 C -4.053 3.064 -1.405
45 S -3.174 3.267 -2.892
46 H -3.273 1.223 1.348
47 H -5.405 2.241 2.095
48 H -6.654 3.768 0.610
49 H -5.788 4.314 -1.641
50 S -0.472 -1.621 2.201
51 C -1.151 -0.672 3.513
52 C -1.888 -1.299 4.528
53 C -2.439 -0.581 5.574
54 C -2.272 0.797 5.644
55 C -1.540 1.437 4.656
56 C -0.974 0.722 3.607
57 As -0.039 1.583 2.133
58 C -0.281 3.471 2.554
59 C -1.106 4.208 1.710
60 C -1.330 5.559 1.946
61 C -0.725 6.182 3.025
62 C 0.107 5.456 3.868
63 C 0.329 4.108 3.633
64 C 1.834 1.408 2.661
65 C 2.285 0.333 3.420
66 C 3.640 0.185 3.689
67 C 4.557 1.106 3.203
68 C 4.112 2.180 2.444
69 C 2.760 2.324 2.169
70 H -2.024 -2.372 4.473
71 H -3.005 -1.099 6.339
72 H -2.706 1.366 6.456
73 H -1.418 2.515 4.702
74 H -1.571 3.727 0.864
75 H -1.975 6.120 1.283
76 H -0.897 7.234 3.211
77 H 0.583 5.941 4.710
78 H 0.982 3.546 4.290
79 H 1.576 -0.399 3.791
80 H 3.979 -0.652 4.286
81 H 5.611 0.994 3.421
82 H 4.817 2.916 2.075
83 H 2.421 3.171 1.580
84 C 2.833 0.213 -7.524
85 C 2.874 0.624 -6.080
86 C 2.763 -0.326 -5.068
87 C 2.750 0.047 -3.735
88 C 2.858 1.391 -3.417
89 C 2.950 2.358 -4.403
90 C 2.973 1.967 -5.731
91 S 2.796 1.901 -1.712
92 C 4.524 1.614 -1.316
93 O 2.080 0.801 -0.971
94 H 3.134 -0.826 -7.646
95 H 3.489 0.837 -8.131
96 H 1.820 0.317 -7.919
97 H 2.667 -1.373 -5.328
98 H 2.623 -0.691 -2.953
99 H 2.978 3.407 -4.138
100 H 3.038 2.717 -6.508
101 H 4.764 0.580 -1.560
102 H 4.630 1.793 -0.247
103 H 5.141 2.303 -1.889